# 1
{
  "formula": "C3H19NO7",
  "method": "ωB97M-V/def2-TZVPD",
  "symbols": ["H", "C", "N", "H", "H", "O", "O", "H", "H", "H", "O", "C", "H", "H", "O", "C", "H", "H", "H", "O", "H", "H", "H", "H", "H", "H", "H", "H", "O", "O"],
  "xyz": [[-2.198, -1.217, 0.684], [0.595, -0.024, 2.790], [0.653, -1.156, 2.042], [-3.565, -1.202, -0.088], [0.323, -3.050, 1.394], [-0.856, -1.192, -1.201], [-2.130, 1.677, -0.012], [1.099, 0.124, 3.754], [3.439, -0.078, -0.691], [-2.194, 0.720, 0.222], [-3.022, -0.736, 0.572], [-0.069, -2.146, 1.807], [0.651, 1.740, -0.652], [0.058, -1.536, -1.012], [1.510, -2.153, -1.799], [0.252, 1.164, 2.240], [0.618, 2.064, 2.791], [1.397, -2.151, -2.755], [2.189, 0.694, -1.050], [2.809, 0.027, -1.403], [-0.233, 1.565, 1.377], [1.535, 2.847, -1.401], [2.009, -1.307, -1.634], [-0.721, -0.608, -1.998], [-2.765, 2.143, 0.524], [-1.422, 1.507, -1.387], [-0.955, 2.374, -2.580], [-1.171, -2.125, 2.152], [1.477, 2.225, -0.674], [-0.701, 1.600, -2.098]],
  "forces_ev_per_a": [[0.0, -0.4, -0.5], [-0.8, 3.1, -1.6], [1.7, -2.0, 0.5], [0.7, 0.2, 0.3], [0.2, -0.3, -0.8], [0.5, 0.8, -0.5], [0.4, -0.4, 0.2], [0.0, -1.2, -0.4], [0.3, -0.1, 0.2], [-0.6, 0.5, 0.0], [-0.8, -0.1, 0.3], [-2.4, 1.2, 1.6], [-0.7, 0.6, -0.8], [-0.9, 0.1, -0.7], [0.4, 0.0, 0.0], [0.9, 1.5, 2.1], [-0.5, -0.9, 0.1], [-0.1, -0.2, 0.0], [0.2, 0.5, -0.2], [0.1, 0.0, 0.0], [-0.2, -1.1, -0.9], [-0.6, -0.3, -0.2], [0.1, -0.4, 0.0], [-0.2, -0.8, 1.2], [-0.3, 0.1, 0.2], [1.0, 0.5, -1.1], [-0.2, 0.6, -0.5], [1.3, -0.4, -0.4], [1.3, 0.0, 1.2], [-0.8, -1.1, 0.7]],
  "e_tot_ev": -19239.914,
  "homo_lumo_gap_ev": 8.850,
  "spin_multiplicity": 1,
  "smiles": "C=CN=C.O.O.O.O.O.O.O",
  "total_charge": 0
}

=====

# 2
{
  "formula": "C3H20N2O9",
  "method": "ωB97M-V/def2-TZVPD",
  "symbols": ["C", "H", "O", "H", "H", "H", "H", "O", "H", "H", "O", "O", "H", "H", "H", "H", "O", "O", "O", "N", "H", "H", "C", "H", "C", "N", "H", "H", "H", "H", "O", "O", "H", "H"],
  "xyz": [[2.631, -0.870, 2.787], [-2.249, -2.289, 1.906], [-1.153, 1.031, 1.678], [0.092, 0.033, -1.864], [0.996, -0.181, 1.700], [0.686, -1.166, -3.415], [3.382, -1.586, 2.418], [-3.419, -0.942, -2.109], [0.481, 2.458, -0.101], [1.319, -4.004, -1.453], [0.645, -3.569, -0.826], [2.786, 1.674, -1.137], [3.674, 0.026, 0.383], [-2.347, -1.481, 3.057], [-1.471, 0.152, -2.035], [2.117, 1.096, 2.430], [0.576, -1.351, -4.332], [2.320, -0.896, 3.931], [-2.655, -2.437, 2.738], [2.725, 0.366, 0.593], [-3.951, -1.707, -1.861], [-3.818, -0.194, -1.780], [2.114, 0.112, 1.846], [-1.693, 4.544, 0.483], [2.127, 1.316, -0.188], [0.860, 1.638, 0.145], [-1.896, 3.627, -0.689], [0.178, -0.632, -4.810], [0.069, -3.118, -1.389], [-2.051, 1.302, 1.365], [-1.676, 3.575, 0.195], [-0.646, 0.539, -2.167], [0.154, 1.017, 0.398], [-0.907, 1.916, 2.103]],
  "forces_ev_per_a": [[1.6, -0.9, -0.8], [0.5, -0.8, -1.9], [-1.6, 2.2, 1.1], [0.1, -0.6, 0.6], [1.8, 0.4, 0.5], [-0.1, 0.8, 0.6], [0.1, -0.3, -0.3], [1.7, -2.6, -1.2], [-1.2, 3.5, -1.7], [-1.6, 1.0, 1.5], [3.1, -2.0, 0.0], [-0.1, 1.7, -1.2], [-1.1, 0.7, -0.1], [-1.3, -2.9, 0.0], [-1.8, -1.8, 0.5], [-0.4, -1.2, -0.4], [0.4, -1.5, -1.1], [-0.6, 0.0, 1.5], [0.8, 3.8, 1.9], [0.2, -1.5, 0.8], [0.0, 0.2, 0.0], [-1.7, 2.4, 1.2], [-2.7, 1.9, 0.9], [0.1, -2.0, -0.4], [1.7, -1.6, -0.9], [2.1, -1.1, 0.7], [-0.7, 0.0, -3.1], [-0.2, 0.6, 0.4], [-1.5, 1.1, -1.5], [0.8, -0.6, 0.1], [0.6, 2.1, 3.6], [1.5, 2.3, -1.0], [-0.6, -1.3, 0.8], [0.0, -1.9, -0.8]],
  "e_tot_ev": -24841.448,
  "homo_lumo_gap_ev": 8.979,
  "spin_multiplicity": 1,
  "smiles": "NC(=O)NCC=O.O.O.O.O.O.O.O",
  "total_charge": 0
}

=====

Record order is preserved below.
HOMO: -0.306; -0.342 Eh